(1)
This record from the Open Molecules 2025 dataset describes C22H26BeClRuSi as an isolated structure at a distorted geometry. The level of theory is wB97M-V/def2-TZVPD.

Computed properties:
Charge: -2
2S+1: 6
Gap between HOMO and LUMO (alpha / beta), eV: 3.479 / 5.440
<S²>: 8.77
E_tot, Eh: -1713.02012

Positions of all 52 atoms, in Å:
Ru 0.7231 -0.0341 0.1273
Cl 0.1869 1.3358 -1.6551
C -1.1045 -0.8587 0.2520
H -1.0370 -1.7414 0.9144
H -1.2669 -1.2073 -0.7864
H -1.9614 -0.2287 0.5623
Be 0.6518 0.1613 -4.2862
C -0.9302 0.7603 -4.4340
C 1.9520 1.2176 -4.0374
C 0.9907 -1.3733 -4.7478
H 2.5112 0.8326 -3.1620
H 2.6097 1.0986 -4.9242
H 1.7566 2.2894 -3.8837
H -1.5926 0.0951 -3.8490
H -1.1295 1.8039 -4.1387
H -1.2122 0.6357 -5.5026
H 0.2491 -2.0313 -5.2607
H 2.0012 -1.7766 -4.9734
C 0.2886 4.8682 3.5341
C 1.0517 4.4480 2.4353
C 1.0502 3.0918 2.0568
C 0.3071 2.1724 2.8041
C -0.4087 2.5837 3.9418
C -0.4365 3.9355 4.2745
Si 0.5190 0.3686 2.3475
C 2.2908 -0.1541 2.7590
C 3.0019 -0.7279 1.7131
C 4.3489 -1.0910 1.9167
C 4.9422 -0.8897 3.1716
C 4.2164 -0.3266 4.2203
C 2.8857 0.0558 4.0142
C -0.6280 -0.6629 3.4137
C -0.1205 -1.7305 4.1556
C -0.9790 -2.5100 4.9244
C -2.3434 -2.2223 4.9647
C -2.8505 -1.1251 4.2568
C -1.9843 -0.3268 3.4963
H 0.3020 5.9175 3.8139
H 1.6419 5.1493 1.8533
H 1.5495 2.7406 1.1455
H -0.9916 1.8640 4.4966
H -1.0266 4.2697 5.1240
H 2.4392 -0.8694 0.7342
H 4.9189 -1.5117 1.0883
H 5.9889 -1.1751 3.3239
H 4.6868 -0.1858 5.2081
H 2.3139 0.5122 4.8260
H 0.9439 -1.9752 4.0848
H -0.5839 -3.3516 5.4858
H -3.0155 -2.8178 5.5802
H -3.9117 -0.8765 4.2842
H -2.3728 0.5138 2.9088

(2)
This record from the Open Molecules 2025 dataset describes an isolated ion of composition C7H9N and charge -1 at a distorted geometry. The level of theory is wB97M-V/def2-TZVPD.

Computed properties:
Charge: -1
ΔE to the lowest compared entry with this formula, charge and spin, eV: 0.000
2S+1: 2
Gap between HOMO and LUMO (alpha / beta), eV: 3.556 / 6.371
<S²>: 0.77
E_tot, Eh: -326.82607

Positions of all 17 atoms, in Å:
C 2.7273 -0.4158 -1.0749
C 1.2836 -0.3453 -0.6343
C 0.1981 -0.9531 -1.2121
N -0.9335 -0.6281 -0.4512
C -0.5774 0.2189 0.5910
C 0.8146 0.4202 0.4666
C -2.9067 0.8180 1.2445
C -1.5287 0.8216 1.4583
H 3.0461 -1.4500 -1.2376
H 2.9090 0.1097 -2.0155
H 3.3003 0.0213 -0.2538
H 0.1569 -1.7672 -1.9176
H -1.8902 -0.7081 -0.7557
H 1.4298 1.1053 1.0416
H -3.5881 1.2012 1.9953
H -3.3897 0.3193 0.4178
H -1.0515 1.2322 2.3377

Q: What is the E_tot in the first record?
A: -1713.02012 Eh

Q: The lowest 2S+1 belongs to which entry?
A: C7H9N

Q: Among the records above, which one has the lowest <S²>?
A: C7H9N

Q: Which of these has the highest 2S+1?
A: C22H26BeClRuSi